Version 1
ORCA calculation (the ωB97M-V functional and the def2-TZVPD basis) on 2 unconnected molecules or ions with the total composition C3H2Cl2O2.

As for the total charge: 0. The structure (SMILES) is C=C(Cl)Cl.O=C=O. Its orbital gap is 9.8 eV. The HOMO energy comes out at -9.353 eV.

Geometry (Å):
C  0.63529  0.69563  0.70503
C  1.77607  0.05561  0.20195
Cl  2.88202  0.93612  -0.81465
Cl  2.21722  -1.50448  0.47083
H  0.45595  1.67231  0.41427
H  -0.14710  0.41050  1.36963
O  -3.06614  -1.16939  -1.72426
C  -2.60502  -0.74927  -0.79775
O  -2.14829  -0.34702  0.17495

Version 2
ORCA calculation (the ωB97M-V functional and the def2-TZVPD basis) on a single C3H2Cl2O2 molecule.

As for the total charge: 0. The structure (SMILES) is O=COC=C(Cl)Cl. Its orbital gap is 10.5 eV. The HOMO energy comes out at -9.908 eV.

Geometry (Å):
O  -0.67145  -0.57437  1.45763
C  -0.60169  -0.98229  0.34457
O  0.33609  -0.68313  -0.51140
C  1.18851  0.25844  0.09124
C  2.47291  -0.02815  -0.03273
Cl  3.71448  0.97732  0.51501
Cl  3.18567  -1.40541  -0.93472
H  -1.39311  -1.66805  0.00602
H  0.99222  0.99897  0.88109

Stability, lowest: version 2

Version 1
ORCA calculation (the ωB97M-V functional and the def2-TZVPD basis) on a single C5H6N2OS molecule.

As for the total charge: 0. The structure (SMILES) is O=C=NN1CCC=CS1. Its orbital gap is 9.3 eV. The HOMO energy comes out at -8.811 eV.

Geometry (Å):
O  -3.49731  1.56373  0.57960
C  -2.71540  0.87403  0.08000
N  -1.90912  0.10825  -0.41003
N  -0.74389  -0.74930  -1.02577
C  0.30667  0.14616  -1.29501
C  0.88295  0.83105  0.00656
C  1.27697  -0.19924  1.05605
C  0.83683  -1.51333  1.09193
S  -0.25386  -2.09832  -0.15792
H  0.10454  0.88409  -2.11906
H  1.06073  -0.43213  -1.75583
H  -0.12668  1.35486  0.41595
H  1.85937  1.22659  -0.09868
H  1.85982  0.25361  1.85763
H  1.05837  -2.25006  1.77458

Version 2
ORCA calculation (the ωB97M-V functional and the def2-TZVPD basis) on a single C5H6N2OS molecule.

As for the total charge: 0. The structure (SMILES) is CO/N=C/C=C\N=C=S. Its orbital gap is 8.1 eV. The HOMO energy comes out at -8.445 eV.

Geometry (Å):
C  0.68760  2.59508  0.14068
O  1.41604  1.34354  0.08766
N  0.47744  0.23540  0.16390
C  1.11763  -0.86797  0.00870
C  0.47642  -2.13035  -0.04831
C  -0.90602  -2.31532  -0.12317
N  -1.87892  -1.30839  -0.01131
C  -2.05853  -0.09533  0.03220
S  -2.73793  1.30520  -0.03257
H  -0.41982  2.34348  0.06269
H  1.15603  3.21183  -0.67572
H  0.75778  3.05246  1.15633
H  2.21446  -1.03984  -0.12775
H  1.02207  -3.01233  -0.15891
H  -1.32425  -3.31747  -0.47441

Stability, lowest: version 1

Version 1
ORCA calculation (the ωB97M-V functional and the def2-TZVPD basis) on a gas-phase ion, C9H12N3O (charge +1).

As for the total charge: +1. The structure (SMILES) is NCC(=[NH2+])C(=O)Nc1ccccc1. Its orbital gap is 6.7 eV. The HOMO energy comes out at -12.099 eV.

Geometry (Å):
N  2.40733  -2.96289  0.94766
C  1.29105  -2.15714  1.15225
C  0.37699  -2.16762  -0.03705
N  0.15353  -2.94361  -1.01732
C  -0.58334  -1.03510  -0.13314
O  -1.16028  -0.91120  -1.30052
N  -0.77190  -0.14315  0.79866
C  -0.74799  1.17220  0.25912
C  -1.63048  2.06171  0.77166
C  -1.73857  3.31748  0.12999
C  -0.83506  3.63539  -0.89572
C  0.12412  2.72825  -1.31984
C  0.04868  1.42670  -0.91188
H  2.89907  -3.34355  1.67040
H  3.08447  -2.52205  0.28673
H  0.58035  -2.79533  1.71911
H  1.29129  -1.11057  1.45195
H  -0.58185  -2.42841  -1.56469
H  0.67162  -3.71652  -1.24406
H  -0.69376  -0.23482  1.75702
H  -2.17500  1.71656  1.76420
H  -2.59387  3.96564  0.40820
H  -0.77932  4.55937  -1.38481
H  0.62463  3.06300  -2.18655
H  0.73829  0.82567  -1.12138

Version 2
ORCA calculation (the ωB97M-V functional and the def2-TZVPD basis) on a gas-phase ion, C9H12N3O (charge +1).

As for the total charge: +1. The structure (SMILES) is [NH2+]=C1Nc2ccccc2CNCO1. Its orbital gap is 10.0 eV. The HOMO energy comes out at -12.658 eV.

Geometry (Å):
N  -3.07631  -0.46321  -1.32403
C  -1.99817  0.11171  -0.83500
N  -0.84407  -0.48843  -1.04532
C  0.51059  -0.15205  -0.71242
C  1.34510  -0.16614  -1.81740
C  2.67483  -0.19276  -1.63677
C  3.21229  -0.22525  -0.34474
C  2.33810  -0.11013  0.76150
C  0.93952  -0.16853  0.60924
C  0.13952  -0.24762  1.94097
N  -1.21512  0.15056  1.97544
C  -1.49414  1.31160  1.28827
O  -2.24935  1.06427  -0.07317
H  -3.09414  -1.13958  -2.00446
H  -3.90798  -0.00706  -1.03590
H  -0.77089  -1.08491  -1.87305
H  0.94884  -0.21170  -2.85271
H  3.37274  -0.34087  -2.51318
H  4.25056  -0.22260  -0.19560
H  2.72814  0.09429  1.72778
H  0.10357  -1.28530  2.30819
H  0.76602  0.45262  2.50089
H  -1.98390  -0.36962  2.44107
H  -0.55429  1.65731  0.86842
H  -2.14147  2.03341  1.84196

Stability, lowest: version 1